Entry 1:
{
  "formula": "C3H8P2",
  "method": "the ωB97M-V functional and the def2-TZVPD basis",
  "charge": 0,
  "homo_lumo_gap_ev": 7.68,
  "lumo_ev": 0.14,
  "smiles": "CC[PH2]=C=P",
  "elements": ["H", "C", "H", "C", "P", "C", "H", "H", "H", "P", "H", "H", "H"],
  "xyz": [[-0.03, 2.56, 0.05], [1.64, 0.49, -0.90], [-0.85, -1.00, 1.37], [-1.12, 0.35, -0.32], [0.38, 1.21, 0.12], [-1.15, -1.03, 0.29], [-2.05, 0.85, 0.15], [3.51, -1.02, -1.02], [0.50, 0.90, 1.51], [2.81, -0.38, -0.03], [-2.08, -1.47, 0.11], [-0.25, -1.69, 0.05], [-1.32, 0.23, -1.39]],
  "lowdin_charge": [0.00, -0.79, 0.07, -0.48, 0.69, -0.20, 0.11, -0.21, 0.00, 0.60, 0.04, 0.08, 0.09]
}

=====

Entry 2:
{
  "formula": "C75H175N25O25",
  "method": "the ωB97M-V functional and the def2-TZVPD basis",
  "charge": 0,
  "homo_lumo_gap_ev": 8.46,
  "lumo_ev": 0.08,
  "elements": ["O", "C", "H", "H", "H", "H", "H", "H", "H", "O", "H", "H", "H", "C", "O", "H", "H", "C", "C", "H", "O", "C", "C", "H", "O", "H", "C", "C", "C", "C", "H", "H", "C", "H", "C", "H", "C", "H", "C", "H", "H", "C", "N", "C", "C", "H", "N", "H", "C", "H", "H", "H", "H", "O", "H", "H", "O", "H", "H", "H", "H", "H", "C", "O", "N", "H", "H", "O", "N", "H", "H", "N", "H", "H", "H", "C", "H", "C", "C", "C", "H", "H", "C", "H", "C", "C", "C", "C", "N", "H", "H", "H", "H", "C", "H", "C", "C", "N", "H", "C", "H", "H", "H", "H", "C", "C", "N", "C", "C", "H", "H", "C", "N", "H", "H", "H", "O", "C", "H", "N", "H", "H", "N", "H", "C", "N", "H", "H", "H", "H", "H", "H", "C", "H", "H", "H", "O", "O", "H", "C", "H", "H", "H", "C", "C", "H", "O", "H", "C", "O", "H", "O", "H", "H", "H", "H", "H", "H", "H", "H", "H", "H", "H", "N", "C", "H", "H", "H", "H", "H", "C", "C", "H", "N", "C", "C", "H", "C", "C", "C", "H", "N", "H", "H", "H", "C", "H", "H", "H", "H", "H", "H", "N", "H", "H", "C", "C", "H", "N", "H", "C", "H", "O", "C", "N", "N", "N", "H", "C", "C", "C", "H", "H", "H", "H", "H", "H", "H", "H", "H", "H", "C", "N", "O", "H", "H", "C", "H", "H", "H", "H", "C", "O", "H", "C", "H", "C", "C", "C", "O", "H", "H", "H", "N", "N", "H", "O", "H", "H", "H", "H", "H", "H", "H", "H", "N", "C", "H", "H", "H", "H", "H", "H", "H", "H", "C", "H", "H", "H", "C", "H", "O", "C", "H", "H", "C", "O", "H", "C", "H", "N", "H", "C", "H", "O", "H", "H", "H", "H", "H", "H", "H", "O", "H", "H", "C", "H", "H", "O", "H"],
  "xyz": [[13.50, 14.52, 19.25], [18.03, 14.30, 17.43], [21.36, 25.70, 14.95], [20.43, 17.50, 14.26], [16.69, 17.38, 20.17], [21.58, 21.49, 11.32], [16.14, 26.17, 14.71], [13.83, 21.26, 21.42], [18.91, 13.44, 22.45], [13.08, 19.97, 18.60], [18.49, 15.25, 17.29], [22.67, 21.14, 12.61], [16.76, 26.73, 22.21], [23.91, 11.99, 15.31], [16.12, 23.74, 21.04], [13.67, 16.69, 11.91], [21.29, 14.92, 23.52], [18.32, 20.42, 14.85], [25.12, 18.91, 15.57], [17.72, 23.09, 16.20], [23.61, 14.76, 24.25], [16.33, 17.58, 13.66], [19.04, 15.08, 26.85], [22.51, 15.35, 12.38], [20.61, 12.69, 25.08], [26.26, 13.43, 19.39], [22.56, 14.30, 20.38], [22.95, 19.46, 21.39], [23.42, 13.73, 13.61], [24.72, 14.32, 23.96], [19.55, 24.81, 21.46], [22.87, 19.97, 18.70], [18.36, 13.80, 21.58], [22.79, 24.53, 22.84], [23.65, 24.21, 22.21], [20.97, 12.79, 20.61], [27.20, 14.57, 24.17], [22.70, 23.08, 17.73], [25.57, 13.34, 18.53], [17.92, 16.99, 22.76], [19.78, 20.14, 12.55], [14.80, 16.38, 18.47], [15.25, 20.06, 19.29], [24.04, 16.26, 20.78], [19.44, 18.75, 18.35], [17.59, 24.65, 23.63], [17.30, 24.69, 22.68], [16.25, 13.66, 22.07], [20.75, 24.30, 19.97], [21.46, 16.99, 16.66], [19.92, 18.87, 22.71], [26.76, 23.41, 20.90], [16.99, 23.65, 12.93], [18.87, 13.43, 11.76], [17.27, 20.84, 12.66], [21.77, 13.25, 22.13], [17.37, 11.76, 19.78], [24.59, 24.69, 17.61], [19.83, 22.54, 22.61], [18.54, 12.62, 18.55], [19.38, 15.48, 27.86], [18.99, 14.05, 14.28], [13.53, 20.28, 20.98], [17.10, 18.10, 12.90], [23.02, 12.90, 14.62], [24.53, 19.40, 14.81], [17.16, 14.18, 13.89], [18.95, 22.73, 14.52], [11.82, 19.00, 14.21], [22.09, 12.96, 14.99], [15.80, 20.04, 20.12], [23.13, 15.19, 21.21], [11.16, 17.01, 13.64], [15.72, 15.78, 18.56], [23.30, 25.29, 16.45], [22.23, 14.39, 12.87], [21.25, 11.28, 16.99], [17.93, 18.85, 22.10], [16.61, 12.30, 20.60], [18.47, 14.49, 12.25], [25.80, 18.29, 15.01], [18.47, 26.34, 22.19], [22.36, 16.46, 16.26], [19.37, 18.02, 12.88], [21.34, 18.91, 13.05], [18.93, 19.16, 23.15], [19.58, 15.75, 24.64], [23.96, 24.48, 16.73], [16.99, 23.19, 16.87], [21.64, 11.04, 23.05], [17.68, 17.50, 15.26], [12.94, 16.50, 16.90], [25.94, 15.22, 14.81], [16.53, 23.64, 22.13], [20.23, 20.65, 19.26], [17.52, 25.94, 21.94], [20.36, 17.74, 13.24], [15.10, 17.22, 13.30], [18.03, 16.47, 11.99], [15.14, 12.00, 20.71], [21.86, 13.69, 12.06], [22.61, 12.31, 20.94], [18.64, 22.42, 21.38], [14.62, 12.28, 21.64], [19.90, 16.56, 19.20], [15.74, 19.65, 17.97], [12.65, 15.76, 17.51], [22.17, 21.32, 15.96], [17.86, 12.16, 24.83], [14.60, 16.99, 19.38], [17.00, 27.10, 16.09], [21.23, 10.62, 23.99], [20.81, 20.05, 12.63], [24.53, 13.17, 18.87], [27.37, 13.51, 24.25], [24.48, 18.68, 22.73], [25.90, 21.38, 22.46], [13.61, 15.43, 18.43], [25.12, 15.22, 17.75], [25.67, 14.43, 17.57], [14.83, 17.02, 17.59], [17.19, 27.60, 14.41], [18.84, 13.23, 17.82], [21.39, 16.68, 23.75], [13.92, 20.07, 19.50], [18.19, 15.60, 11.52], [17.61, 12.02, 25.89], [23.05, 15.04, 22.24], [16.17, 18.24, 15.70], [25.10, 16.05, 20.95], [17.04, 24.22, 18.81], [17.01, 11.96, 24.24], [20.80, 11.92, 17.77], [20.45, 16.03, 19.96], [20.22, 24.35, 14.59], [22.93, 17.91, 14.83], [17.45, 19.75, 21.41], [18.43, 15.91, 24.27], [27.46, 14.94, 23.18], [23.13, 22.38, 15.79], [20.33, 16.00, 22.62], [25.28, 12.33, 23.42], [25.80, 13.60, 22.28], [14.68, 17.13, 11.90], [12.97, 18.98, 14.91], [24.38, 25.04, 22.23], [18.84, 18.39, 17.35], [10.54, 15.82, 17.55], [24.94, 13.24, 22.92], [22.65, 14.37, 19.15], [18.14, 13.22, 24.71], [22.55, 18.75, 13.34], [18.61, 19.57, 14.21], [18.68, 16.66, 9.81], [14.96, 24.36, 18.05], [23.40, 19.94, 23.45], [22.10, 10.54, 24.62], [18.05, 15.43, 26.53], [16.48, 16.04, 21.23], [11.66, 19.75, 13.53], [18.93, 14.00, 27.01], [12.51, 20.13, 21.19], [25.93, 12.44, 17.99], [23.25, 23.20, 16.89], [20.27, 11.61, 24.63], [19.08, 14.90, 9.77], [14.60, 12.49, 19.90], [21.89, 21.19, 16.99], [24.86, 19.88, 20.82], [20.86, 9.59, 23.81], [23.45, 19.05, 22.82], [11.35, 15.09, 17.34], [20.23, 11.31, 18.47], [19.98, 15.47, 25.90], [18.41, 21.72, 14.06], [17.10, 26.68, 15.06], [26.07, 22.12, 19.99], [18.21, 14.56, 13.76], [21.63, 21.25, 12.39], [25.79, 22.89, 20.70], [18.85, 16.24, 19.35], [24.23, 22.94, 22.58], [16.57, 21.58, 22.53], [21.19, 22.09, 13.00], [17.25, 20.31, 15.21], [16.63, 17.42, 15.14], [16.22, 16.48, 15.52], [20.43, 26.36, 20.46], [17.59, 25.87, 20.86], [18.38, 14.90, 21.68], [14.06, 19.57, 21.59], [23.20, 21.56, 19.39], [23.17, 17.55, 15.77], [15.54, 17.58, 21.54], [21.38, 14.59, 13.52], [18.39, 15.66, 10.12], [10.84, 17.92, 14.13], [20.74, 16.84, 12.74], [17.78, 21.69, 12.84], [18.23, 25.02, 14.35], [19.67, 22.67, 21.52], [22.73, 18.30, 23.23], [20.36, 13.64, 16.18], [24.24, 18.01, 16.43], [17.62, 17.55, 21.97], [20.13, 18.00, 19.19], [23.89, 19.99, 20.60], [24.90, 12.13, 14.89], [20.72, 15.83, 23.60], [19.39, 26.01, 15.67], [26.69, 14.30, 16.65], [16.67, 22.70, 11.45], [26.72, 16.34, 16.06], [20.91, 24.69, 16.25], [18.74, 18.53, 24.06], [18.90, 20.30, 15.75], [23.97, 12.22, 16.37], [17.63, 14.07, 16.42], [16.93, 22.44, 23.96], [17.22, 14.39, 18.18], [22.06, 25.95, 19.83], [26.73, 15.36, 15.58], [18.27, 25.84, 14.91], [13.27, 17.98, 15.60], [23.35, 24.27, 21.14], [20.91, 15.09, 25.98], [13.85, 20.22, 14.85], [16.56, 18.92, 18.13], [24.01, 22.49, 23.45], [24.65, 24.41, 15.87], [13.99, 20.48, 15.91], [20.52, 25.11, 15.33], [21.32, 23.47, 19.25], [25.64, 19.53, 16.32], [14.64, 23.51, 17.46], [21.27, 21.50, 15.35], [23.58, 20.57, 19.28], [21.00, 25.77, 19.75], [15.73, 23.17, 16.48], [15.45, 22.87, 15.30], [19.15, 20.79, 17.84], [15.37, 16.44, 11.45], [20.16, 16.20, 18.22], [16.96, 13.31, 21.45], [19.00, 11.28, 24.42], [16.76, 22.40, 18.82], [21.75, 19.57, 21.11], [27.79, 15.14, 24.95], [16.15, 20.52, 17.46], [21.65, 12.42, 18.22], [18.35, 23.13, 18.38], [18.84, 10.40, 23.95], [14.90, 19.15, 17.41], [20.36, 22.03, 21.00], [17.51, 15.45, 9.53], [19.99, 24.03, 21.07], [19.96, 12.98, 17.11], [22.57, 20.35, 15.71], [10.57, 17.77, 15.20], [14.50, 16.97, 14.03], [15.06, 10.95, 20.56], [19.01, 20.23, 23.39], [27.66, 15.30, 15.03], [22.80, 15.85, 17.07], [23.76, 17.14, 21.34], [25.32, 22.33, 22.01], [24.01, 13.13, 22.40], [23.82, 16.48, 19.74], [23.53, 10.98, 15.14], [16.29, 22.47, 23.04], [18.45, 20.39, 19.39], [24.62, 17.74, 17.56], [21.89, 13.10, 21.07], [18.31, 15.58, 14.06], [22.00, 15.76, 15.50], [16.49, 17.14, 21.19], [19.45, 26.83, 16.57], [20.56, 18.50, 19.98], [17.41, 22.92, 12.23], [25.04, 23.54, 20.26], [25.80, 14.78, 24.59], [13.77, 23.72, 16.91], [19.33, 20.23, 18.76], [13.45, 21.14, 14.38], [27.50, 13.38, 16.70], [25.67, 15.54, 25.22], [14.74, 18.10, 11.37], [11.33, 14.63, 16.33], [14.85, 20.02, 14.43], [15.27, 22.37, 23.40], [14.47, 22.66, 18.14], [11.27, 14.28, 18.04], [23.76, 22.52, 14.74], [18.29, 23.38, 11.72], [24.50, 20.59, 18.73], [17.28, 23.27, 18.31], [20.80, 26.06, 18.72], [18.82, 13.59, 20.58], [24.54, 13.85, 13.25], [10.01, 18.33, 13.59]],
  "lowdin_charge": [0.01, -0.09, 0.09, 0.06, 0.05, 0.09, 0.10, 0.08, 0.06, 0.02, 0.06, 0.07, 0.11, -0.06, 0.08, 0.09, 0.03, 0.02, 0.01, 0.10, 0.01, -0.57, -0.10, 0.08, 0.04, 0.07, -0.54, -0.52, -0.56, -0.55, 0.05, 0.08, -0.04, 0.10, -0.10, 0.06, -0.06, 0.07, -0.09, 0.08, 0.12, 0.01, 0.04, -0.01, -0.55, 0.11, 0.02, 0.12, -0.53, 0.08, 0.08, 0.11, 0.07, 0.02, 0.12, 0.05, 0.01, 0.07, 0.09, 0.06, 0.11, 0.05, 0.02, 0.01, 0.02, 0.05, 0.11, -0.01, 0.01, 0.08, 0.07, 0.04, 0.08, 0.07, 0.06, 0.00, 0.09, -0.54, -0.51, -0.52, 0.07, 0.05, -0.05, 0.05, -0.49, 0.02, -0.51, -0.06, 0.06, 0.07, 0.05, 0.06, 0.08, -0.56, 0.06, -0.08, 0.03, 0.04, 0.07, 0.00, 0.10, 0.08, 0.05, 0.09, -0.05, -0.06, 0.02, 0.01, -0.03, 0.09, 0.09, 0.01, 0.04, 0.06, 0.08, 0.08, 0.05, -0.51, 0.08, 0.04, 0.05, 0.09, 0.03, 0.07, -0.53, 0.01, 0.09, 0.09, 0.06, 0.09, 0.07, 0.06, 0.01, 0.06, 0.06, 0.08, 0.00, 0.00, 0.08, -0.55, 0.06, 0.10, 0.10, -0.04, -0.49, 0.09, 0.02, 0.09, 0.03, 0.00, 0.06, -0.02, 0.04, 0.09, 0.08, 0.07, 0.07, 0.09, 0.08, 0.14, 0.07, 0.06, 0.08, 0.03, -0.57, 0.08, 0.07, 0.06, 0.12, 0.09, 0.01, -0.06, 0.08, 0.01, -0.51, -0.09, 0.08, 0.01, -0.03, 0.00, 0.08, 0.03, 0.04, 0.09, 0.10, 0.01, 0.09, 0.07, 0.07, 0.05, 0.05, 0.06, 0.04, 0.10, 0.04, -0.09, -0.06, 0.08, 0.02, 0.08, -0.04, 0.07, 0.04, -0.59, 0.03, 0.07, 0.06, 0.08, 0.01, -0.55, -0.53, 0.09, 0.07, 0.07, 0.09, 0.05, 0.06, 0.09, 0.09, 0.09, 0.08, 0.01, 0.01, -0.03, 0.06, 0.14, 0.01, 0.08, 0.13, 0.09, 0.06, 0.00, 0.00, 0.09, 0.03, 0.08, -0.04, 0.02, -0.56, -0.02, 0.06, 0.06, 0.05, 0.03, 0.03, 0.09, -0.01, 0.11, 0.07, 0.06, 0.07, 0.13, 0.07, 0.06, 0.07, 0.05, -0.53, 0.07, 0.10, 0.08, 0.07, 0.08, 0.07, 0.07, 0.04, -0.59, 0.04, 0.07, 0.08, 0.00, 0.06, 0.00, 0.01, 0.04, 0.07, -0.07, 0.02, 0.09, -0.08, 0.06, 0.02, 0.07, 0.01, 0.09, 0.02, 0.13, 0.09, 0.09, 0.08, 0.09, 0.09, 0.06, 0.03, 0.10, 0.08, -0.06, 0.08, 0.08, 0.06, 0.07]
}

=====

Entry 3:
{
  "formula": "C9H13NO2",
  "method": "the ωB97M-V functional and the def2-TZVPD basis",
  "charge": 0,
  "homo_lumo_gap_ev": 9.07,
  "lumo_ev": 0.77,
  "smiles": "Cc1ccc(O)cc1.CC(N)=O",
  "elements": ["C", "H", "H", "H", "H", "O", "N", "H", "C", "H", "C", "C", "H", "H", "C", "H", "C", "H", "O", "H", "C", "C", "H", "C", "H"],
  "xyz": [[-0.82, -4.42, 1.07], [-0.89, -3.79, 1.96], [-0.10, 4.44, 0.60], [-2.47, 3.01, 2.08], [1.76, -3.81, -0.99], [-0.20, -2.56, -0.30], [1.21, -4.29, -0.29], [-2.01, 0.71, 0.34], [1.11, 1.52, -0.71], [3.00, 1.00, -0.67], [0.08, -3.67, 0.13], [-1.15, 1.29, 0.05], [1.95, 3.47, -0.62], [1.52, -5.18, 0.07], [0.00, 0.73, -0.52], [-2.45, 4.30, 0.85], [-1.16, 2.63, 0.40], [-3.32, 2.85, 0.53], [2.25, 0.99, -1.28], [0.02, -0.27, -0.87], [1.10, 2.86, -0.34], [-0.01, 3.41, 0.27], [-0.57, -5.43, 1.35], [-2.42, 3.22, 1.01], [-1.79, -4.24, 0.64]],
  "lowdin_charge": [0.00, 0.09, 0.11, 0.08, 0.11, 0.03, 0.15, 0.11, -0.33, 0.10, -0.60, -0.03, 0.11, 0.09, -0.01, 0.07, -0.29, 0.07, 0.02, 0.08, -0.03, -0.05, 0.07, -0.06, 0.08]
}

=====

Computed energy relative to the best compared isomer or geometry (same formula, charge and spin) (kJ/mol) in order:
246.43; 0.00; 41.80